Density functional theory data (ωB97M-V/def2-TZVPD) for a structure of composition C40H37N5P2PtSSe2.

Results
Net charge: +2

XYZ file:
```
88
Properties=species:S:1:pos:R:3:forces:R:3:mulliken_charge:R:1
C -0.65046 4.84684 -0.06320 0.081 -0.070 0.015 -0.214
H 2.86515 -3.98964 -0.76077 0.070 -0.033 -0.104 0.453
C -4.04083 -0.05889 2.05526 0.061 0.058 -0.143 -0.488
C -4.92792 -0.52092 4.23586 -0.013 -0.036 -0.114 -0.661
C -0.50685 -2.42974 0.02649 -0.398 -0.197 -0.028 -0.467
C -0.30286 1.63035 2.55685 -0.022 -0.551 -0.063 1.252
H 3.01050 1.91423 3.18810 0.078 -0.040 -0.041 0.536
H 1.03592 -5.42884 0.12976 0.027 -0.063 -0.011 0.522
H 2.49689 3.51022 0.15996 -0.120 0.061 0.166 0.540
C 2.24963 -6.04358 4.62958 0.169 -0.108 0.068 -1.231
C -3.67320 -0.31666 4.78874 0.077 0.092 0.042 -0.808
C 2.40426 3.34214 -0.90235 0.176 0.048 -0.002 -0.541
C -1.47192 4.03289 -0.83635 0.537 -0.451 -0.133 0.403
C 1.89871 -3.57561 -0.52134 0.208 0.433 -0.118 -0.780
H -2.91040 2.43455 0.90528 0.023 -0.042 -0.035 0.426
H -0.26899 3.98803 4.97571 -0.029 0.051 0.044 0.496
C -0.92229 6.19898 0.03590 0.057 0.011 0.042 -0.971
C -2.56161 4.56878 -1.51585 0.007 -0.125 -0.048 -0.513
S -0.08037 -1.93506 2.93807 0.261 0.450 0.137 0.001
H -3.46987 -5.41712 4.48540 -0.046 0.043 0.055 0.367
C 0.97955 -5.40704 4.21001 -0.649 0.073 -0.056 0.961
C -2.27948 1.43604 -4.64953 0.011 0.022 -0.043 -0.776
C -2.78798 0.18095 2.61313 0.126 -0.636 -0.442 0.962
C 0.10055 3.26423 4.26466 -0.145 0.061 -0.009 -0.930
H -1.85197 2.73797 3.54785 -0.072 0.046 0.083 0.540
H 2.05732 -6.90625 5.26040 0.085 -0.063 0.043 0.376
H -1.44909 -1.93465 0.23033 0.143 -0.100 -0.011 0.356
C -2.59996 0.02250 3.98363 0.144 0.055 0.042 -0.587
C 1.94905 2.10208 3.24794 0.073 0.140 0.031 -1.092
Se 2.96661 -1.11874 -1.60381 0.418 -0.272 0.187 0.017
H -6.08154 -0.56816 2.43390 -0.100 -0.007 -0.067 0.499
H -2.12902 -3.64933 3.28382 0.134 0.038 0.016 0.206
C -3.08954 0.31654 -4.51965 0.124 0.009 -0.009 -0.660
H -0.28596 6.83642 0.63002 0.058 0.051 0.064 0.457
C -2.05199 1.53808 -2.25832 0.346 0.085 -0.006 0.650
C -0.78740 2.56715 3.46412 0.016 -0.014 0.011 -0.407
C 1.99115 1.85125 -2.57223 0.281 -0.150 -0.083 0.303
H 1.43129 0.66975 1.71326 -0.011 0.248 0.471 0.350
H -5.76431 -0.77578 4.86933 -0.055 -0.029 0.047 0.454
H 2.80655 -6.37277 3.75224 0.021 -0.026 -0.070 0.287
C -2.75408 -6.07472 3.99539 -0.146 -0.064 -0.026 -1.436
H -4.18421 0.03845 0.98855 -0.068 0.002 -0.096 0.273
H -3.53322 -0.41465 5.85438 0.050 0.008 0.088 0.466
C -2.01790 6.73258 -0.62531 -0.004 -0.042 0.002 -0.599
Pt 0.31265 0.52816 -0.40984 -3.320 -0.235 0.621 2.356
C 0.87833 -4.37306 -0.03267 -0.396 0.282 0.053 -0.375
N -1.29849 -4.18351 3.50820 0.175 -0.484 0.162 0.086
Se 1.50052 0.02832 -3.00446 -0.357 0.289 -0.211 -0.045
P -1.41369 0.63853 1.51234 0.944 2.031 -0.817 -1.094
H -1.62482 0.17984 4.41881 0.049 -0.070 0.046 0.560
H -2.23736 7.78455 -0.53816 -0.022 0.127 0.000 0.434
C 1.46164 3.01590 4.17047 0.084 -0.037 -0.031 -0.702
H -3.11253 -6.26587 2.98405 -0.039 -0.005 -0.072 0.315
C -1.40463 -5.46003 3.95016 0.438 -0.162 0.153 0.943
C -0.36248 -3.79493 0.19477 0.251 -0.167 -0.297 -0.605
H -3.50073 -0.15484 -5.39874 -0.050 -0.029 -0.081 0.432
N -2.22528 1.79018 0.52171 0.297 -0.296 0.118 0.146
C -1.75498 2.04493 -3.52258 0.011 0.029 0.215 -0.376
C -2.82832 0.38838 -2.13469 -0.027 0.180 0.137 -0.456
H -3.02823 -0.01426 -1.14893 -0.043 -0.034 -0.060 -0.019
N 2.02394 2.12461 -1.27232 -0.010 -0.252 -0.202 -0.034
H 2.81133 4.82292 -3.91190 0.051 0.058 -0.065 0.460
P -1.24307 2.23592 -0.79132 -0.394 -0.826 0.445 0.786
H -0.27325 -7.10117 4.70634 -0.098 -0.137 0.027 0.412
N 1.02874 -4.17432 3.74249 0.784 -0.372 0.211 -0.418
H -3.18429 3.93125 -2.12727 -0.103 0.037 -0.016 0.472
C -5.10818 -0.40035 2.86685 -0.116 0.005 0.032 -0.721
H -3.69260 6.33476 -1.89944 -0.069 0.066 -0.080 0.447
C 2.69506 4.34104 -1.81857 0.003 -0.024 -0.148 -0.653
H 2.14389 3.52835 4.83104 0.080 0.078 0.032 0.442
H -2.05909 1.83959 -5.62615 -0.016 0.020 -0.092 0.463
H 2.98507 5.31683 -1.46529 0.038 0.117 0.013 0.511
H -2.72471 -7.02094 4.52553 -0.008 -0.029 0.038 0.393
H -3.97288 -1.08939 -3.17277 -0.082 -0.098 0.031 0.465
C -0.08525 -3.53873 3.42511 -0.718 0.878 -0.298 -0.379
N 0.48732 -1.65767 -0.40308 0.759 0.742 0.144 -0.013
H 2.24781 2.47976 -4.60840 0.022 0.038 0.019 0.489
H 0.19362 4.41397 0.45481 0.062 0.003 0.129 0.540
H -1.20267 -4.39245 0.50858 -0.101 0.002 0.068 0.551
C -0.24918 -6.09678 4.32174 -0.105 0.117 -0.069 -0.969
C 1.06630 1.41686 2.43116 0.091 -0.312 -0.027 -0.461
C 2.27700 2.77194 -3.56708 -0.079 -0.287 -0.038 -0.719
C -2.83482 5.91950 -1.39475 -0.093 0.026 -0.041 -0.750
C -3.35498 -0.21041 -3.26441 -0.002 -0.012 -0.032 -0.720
C 2.60640 4.06163 -3.17540 -0.030 -0.013 0.326 -0.437
H 2.87323 -5.32259 5.15397 -0.013 0.015 0.006 0.351
C 1.65096 -2.22343 -0.72548 0.155 -0.302 -0.129 0.328
H -1.12851 2.92385 -3.60789 0.019 0.075 -0.117 0.574
```
Positions in Å, forces in eV/Å.

=====

Density functional theory data (ωB97M-V/def2-TZVPD) for a structure of composition C40H38I2N2O4PtS2.

Results
Net charge: +2

XYZ file:
```
89
Properties=species:S:1:pos:R:3:forces:R:3:mulliken_charge:R:1
C 0.72028 -0.96065 0.97405 -0.167 -0.174 0.082 -0.255
C -3.70715 -1.62066 3.20431 0.006 0.013 -0.011 -0.970
C 3.90128 0.86441 -4.17726 -0.083 0.019 -0.127 -1.011
C -1.44371 3.71813 -0.76038 -0.121 -0.227 0.060 0.377
H 2.73031 -4.22842 1.36867 -0.023 0.007 0.022 0.471
C 3.37595 -0.08236 -5.04732 -0.025 0.010 0.011 -0.685
H 3.77708 1.76107 -2.23562 0.078 -0.036 0.009 0.569
H -3.46817 -3.09857 -1.65705 -0.008 -0.021 -0.007 0.447
H 5.38168 1.82865 2.63071 0.009 0.001 0.008 0.458
H 1.38904 -4.73616 -1.06883 0.005 0.009 -0.005 0.476
C -3.16145 2.34643 -0.17108 0.066 0.028 -0.042 -0.655
C -1.70966 -1.21500 1.88411 -0.164 0.149 -0.065 0.058
H 0.22675 5.03176 -0.77662 -0.020 0.023 -0.006 0.488
O 0.77461 1.42339 -1.29287 -0.029 0.300 0.641 0.051
H -2.39928 2.25923 -5.42687 -0.237 -0.058 -0.351 0.518
H 0.53874 3.42698 -1.47426 0.026 0.000 0.002 -0.149
H -4.52956 3.66876 0.90356 -0.028 -0.004 -0.001 0.537
C 2.33306 0.19563 -2.47487 0.127 -0.378 0.200 1.015
C 0.95633 0.06681 5.07514 -0.005 0.002 -0.003 -0.973
C 3.50828 2.31253 1.70904 0.033 -0.007 -0.009 -0.817
H 3.78311 -0.18970 -6.04330 0.053 -0.051 0.018 0.479
N -1.92703 2.48680 -0.79926 -0.159 0.460 -0.116 0.671
H -1.41811 -2.62891 0.29459 0.011 -0.031 -0.016 0.176
H 0.97763 -1.38294 -3.06126 0.071 -0.125 0.009 0.540
C -3.99924 -2.75195 2.45806 -0.003 0.024 -0.001 -0.796
C -2.57761 -0.86649 2.91885 0.011 0.038 0.081 -0.338
C 4.88848 0.45831 1.05471 0.013 -0.005 -0.008 -1.201
C -5.00343 0.57701 0.01158 0.039 0.006 0.004 0.083
H 3.51772 -3.61333 -0.09306 -0.011 -0.030 -0.006 0.365
Pt -1.03205 0.71944 -1.16666 -0.236 -0.476 -0.024 0.707
H -3.10678 0.57406 -5.33600 -0.175 0.117 -0.227 0.477
C 1.78942 -0.73336 -3.36466 0.184 0.015 0.179 -0.812
H 4.15129 -0.74127 -0.56010 0.000 0.005 -0.016 0.647
C -3.61306 3.49633 0.36506 -0.035 0.027 0.039 -0.002
H 1.36136 -0.58878 5.83412 0.003 -0.005 0.006 0.488
H -1.97754 -2.17694 -1.90770 0.014 0.000 -0.002 -0.086
C -3.62224 -1.01598 -1.22017 -0.021 0.077 -0.014 0.324
I -4.30792 2.23051 -3.58885 0.013 -0.064 -0.152 0.136
C 1.75408 0.41361 -1.06660 -0.289 0.444 -1.254 2.703
H 1.28017 1.85503 6.21807 0.008 0.003 0.000 0.462
C 2.31917 -0.88305 -4.63762 -0.009 0.142 -0.123 -1.224
H -3.31188 -2.03093 -3.05789 -0.016 -0.019 0.005 0.309
S -5.19244 -1.01692 -0.57287 -0.041 -0.009 -0.065 -0.106
H 1.61776 -0.56602 1.45943 -0.042 0.094 -0.046 0.660
H -0.14774 -0.81940 -1.14184 -0.486 0.016 -0.270 -0.546
H -3.36990 -3.98660 0.82442 0.001 0.006 -0.019 0.483
C 1.48405 -2.97851 0.16963 -0.003 -0.262 0.321 0.897
C -2.05010 -2.32248 1.11183 0.090 -0.081 0.014 0.125
H -4.34421 -1.33669 4.03139 -0.005 0.019 0.000 0.498
N -2.99895 0.11642 -0.98891 0.021 -0.127 0.159 0.950
I -0.96019 0.83153 -3.86863 0.410 -0.061 0.054 0.284
O 1.69925 -1.92780 -0.82677 -0.697 -0.052 -0.350 -0.311
H 5.79291 -0.12379 1.16975 0.009 -0.005 0.004 0.491
H 1.67251 2.54428 0.62158 -0.019 -0.024 -0.002 -0.057
H -0.08874 -3.76591 -1.07536 -0.034 0.000 0.028 0.190
H 3.32870 3.17100 2.34198 -0.001 0.013 0.005 0.490
C 0.72814 -4.13076 -0.45070 0.094 0.029 -0.134 -1.526
C -3.16418 -3.09654 1.40767 0.010 0.000 -0.035 -1.102
C -3.06171 -2.15051 -2.00162 -0.008 0.034 -0.020 -1.004
C 1.01140 -0.82237 -0.53298 1.614 -0.033 0.926 -0.503
C 2.57827 1.96557 0.73761 -0.049 -0.037 0.067 0.389
S -2.49505 4.75589 0.07531 -0.040 0.094 0.021 -0.175
C -2.77417 1.45570 -4.80965 0.047 0.168 0.489 -0.959
H -0.41611 4.62333 -2.36797 -0.001 0.010 0.004 0.324
C 3.96490 0.11007 0.08318 0.011 0.019 0.034 0.196
C 3.37252 1.01413 -2.90555 -0.023 -0.100 0.079 -0.508
C -0.51891 -0.27709 1.59560 -0.456 -0.233 0.061 1.221
C 0.38410 2.26861 4.31466 0.012 -0.014 0.029 -0.951
C -0.09392 1.73551 3.12271 -0.015 -0.002 -0.033 0.286
H -5.79612 1.08429 0.53475 -0.024 0.013 0.007 0.507
C 0.91126 1.43909 5.29043 -0.019 0.003 -0.009 -0.727
C 0.47773 -0.46691 3.89080 0.024 0.019 -0.021 -0.274
O 0.67308 -2.36315 1.14821 0.048 0.132 -0.212 -0.222
C 2.80025 0.85986 -0.07111 0.000 -0.105 0.134 -0.928
H 0.31852 -4.75376 0.34246 0.012 -0.008 0.018 0.394
H -4.86506 -3.35640 2.69285 0.014 -0.030 0.026 0.467
H 0.34445 3.33737 4.47928 -0.013 0.012 0.000 0.486
H 3.25922 -2.53689 1.29516 0.011 0.006 -0.004 0.335
C -0.19021 4.22468 -1.37614 0.005 -0.035 -0.084 -0.992
H 0.50789 -1.53906 3.73172 -0.006 -0.016 0.004 0.531
C 2.83760 -3.36095 0.71981 0.062 0.120 -0.053 -1.673
C -0.04711 0.36759 2.90583 0.144 0.031 0.016 -0.233
O -0.98362 0.79791 0.78360 0.429 0.144 0.070 -0.012
C 4.65933 1.55826 1.87288 -0.016 0.013 -0.003 -0.666
H -2.35556 -0.00440 3.53387 -0.010 -0.002 0.011 0.585
H -0.50381 2.38620 2.36290 0.008 0.016 0.002 0.204
H 4.73237 1.48198 -4.48927 -0.024 0.047 -0.016 0.483
H 1.91435 -1.63049 -5.30732 -0.023 0.004 -0.010 0.503
C -3.77273 1.03463 -0.30316 0.073 -0.037 0.016 -0.561
```
Positions in Å, forces in eV/Å.

=====

no.,gap between HOMO and LUMO (Eh),HOMO (eV)
1,0.205,-12.3
2,0.216,-13.4